16
Properties=species:S:1:pos:R:3:nbo_charge:R:1 method="wB97M-V/def2-TZVPD" de_lowest_kcal_mol=81.5 orbital_gap_ev=10.10 homo_energy_ev=-9.131 lumo_energy_ev=0.97
C 2.43420 -0.20992 -1.75655 -0.491
C 2.33153 0.15410 -0.50328 -0.030
C -0.42259 -0.23723 0.95528 -0.445
C 0.33750 0.66939 0.07462 -0.133
C -0.78298 -0.02265 -0.49336 -0.283
C -1.99113 0.86037 -0.83339 -0.594
Cl 3.44932 0.51579 0.70925 0.042
H 3.39279 -0.46981 -2.20441 0.211
H 1.52278 -0.44388 -2.31025 0.224
H -0.03651 -1.05672 1.43477 0.231
H -1.13821 0.40909 1.59820 0.197
H 0.27458 1.79178 0.19416 0.219
H -0.81019 -0.88317 -1.08363 0.229
H -2.86610 0.15180 -0.60625 0.203
H -2.10135 1.02718 -1.85831 0.212
H -2.14494 1.76956 -0.35962 0.208